Record 1
7 unconnected molecules or ions with the total composition C18H31BrNO19P2. Source: OMol25; level of theory: the ωB97M-V functional and the def2-TZVPD basis.

Frontier orbital gap ... 5.3 eV
ΔE to the lowest compared entry with this formula, charge and spin ... 0.000 eV
Lowest unoccupied orbital energy ... 1.69 eV
Total energy ... -148182.0619 eV
Charge ... -1

Structure (XYZ):
```
72
Properties=species:S:1:pos:R:3:forces:R:3
P 0.0363 -1.3346 0.9430 -0.145 0.030 0.319
H -2.8500 -8.4057 -6.5410 0.027 -0.032 0.015
C -2.1034 -4.4450 -1.3683 0.042 -0.095 0.112
H -4.0033 6.7267 -1.2778 -0.013 0.013 0.009
O -0.1592 -2.1533 6.2476 -0.079 -0.075 0.353
H -3.2170 -4.8115 -3.2057 0.008 -0.026 0.001
H 3.1907 3.8615 -2.7175 -0.008 0.002 -0.025
H 3.0635 1.8435 0.8174 0.018 0.001 -0.004
O 3.1537 0.4212 2.2875 -0.051 -0.114 -0.014
O 3.2002 5.1761 -1.1345 0.004 0.011 0.011
C -3.5335 -2.6880 -1.3938 -0.133 -0.280 -0.039
O -4.2676 -3.7760 -1.7723 -0.008 0.043 -0.002
H -0.4334 -8.1019 -6.5394 0.002 0.003 -0.020
C 2.6375 4.5578 -0.0687 -0.064 -0.089 -0.067
H -2.0689 -4.8465 -0.3556 0.030 0.000 0.000
H 2.4927 5.4669 -3.0582 -0.012 0.053 0.047
O 3.0526 4.6185 1.0474 0.152 0.160 0.035
C 0.1906 -1.0269 6.0890 0.291 0.159 -0.357
O 1.1614 -0.4064 6.8032 -0.054 -0.077 0.063
H 0.9586 -1.6039 -0.0981 0.003 -0.151 -0.010
C 3.2205 1.7941 1.8893 -0.040 -0.059 -0.030
H 1.7967 1.5574 6.8215 -0.037 -0.016 0.049
O -1.0262 5.5107 -3.3670 -0.070 0.103 -0.227
O 1.5619 3.8530 -0.4393 -0.066 -0.012 0.047
C -2.2883 8.0595 -1.4925 -0.056 -0.021 -0.081
H -1.1806 -4.6940 -1.8781 0.032 0.069 0.000
C 0.2674 1.0887 5.3045 0.135 0.064 0.096
C 1.5290 0.7880 6.1023 0.013 0.056 -0.177
H 2.3801 0.5614 5.4577 -0.027 -0.025 0.050
C -2.4741 -7.5276 -6.0240 0.066 0.077 0.000
H 4.6874 3.2146 2.6930 -0.032 -0.014 0.047
O -1.1841 -7.0260 -2.9141 -0.056 -0.032 -0.001
C -1.7036 6.3099 -2.8075 -0.038 -0.045 0.138
H 2.4247 2.3444 2.3890 0.003 0.033 -0.013
H 1.1406 -0.8753 3.3548 0.261 -0.099 -0.171
H 2.3645 -1.9740 2.0814 0.044 -0.220 -0.107
O -0.5732 -6.6833 -5.0560 0.066 0.003 -0.015
C 4.6080 2.1837 2.3639 -0.047 0.003 -0.070
H 5.3716 1.9729 1.6115 0.003 0.021 0.003
C 2.5732 4.6706 -2.3241 -0.060 -0.086 -0.019
O -2.2404 -3.0173 -1.2861 -0.031 0.180 -0.092
C -1.0141 -7.2069 -6.3097 -0.066 -0.073 0.035
O 4.8063 1.3000 3.4758 -0.046 -0.104 0.009
H -2.0661 8.9832 -2.0291 -0.006 0.017 0.020
H -1.0363 -2.2009 0.7008 0.080 -0.125 -0.158
O -4.0051 -1.6133 -1.2007 0.031 0.068 -0.029
H -0.8619 -6.4585 -7.0817 -0.022 0.037 0.018
N -0.3749 0.2036 0.9712 0.230 0.159 -0.018
H 0.8592 3.2889 -2.3016 0.014 -0.058 0.070
C 1.2354 4.1748 -1.8005 0.166 0.006 0.003
C -3.5381 7.3725 -2.0231 0.070 -0.022 0.068
H 1.7540 -2.8642 3.8108 -0.015 -0.271 -0.049
O -3.0050 6.5489 -3.0681 -0.046 0.002 -0.032
O -0.2933 -0.2093 5.1403 -0.366 0.074 0.328
H -4.2765 8.0473 -2.4447 0.022 0.017 -0.036
O -0.4268 -2.5743 3.3344 0.317 -0.085 -0.170
Br 1.1061 -4.4747 1.3483 -0.009 -0.155 -0.222
O -1.2708 7.0999 -1.7973 0.044 0.054 -0.014
O 4.0204 -0.7487 4.0097 0.067 0.002 0.060
C 3.9875 0.2128 3.3124 0.160 0.357 0.004
C -3.3634 -4.8300 -2.1217 0.122 0.019 -0.006
H 0.4769 4.9500 -1.8124 0.030 -0.014 0.060
H -0.3002 -2.7117 4.2824 -0.341 -0.190 0.090
H -0.4344 1.7074 5.8695 -0.019 0.009 -0.034
C -1.3798 -7.1529 -4.0750 -0.016 0.018 -0.052
H -1.3709 0.3374 0.8594 -0.047 0.001 0.061
O -2.4538 -7.7830 -4.6177 -0.051 -0.004 0.007
H 0.4428 1.5231 4.3243 0.023 -0.085 -0.083
H -2.2953 8.2430 -0.4226 -0.009 -0.049 0.018
P 1.1178 -2.1664 2.7496 -0.346 0.863 0.167
H -3.1276 -6.6748 -6.2159 -0.008 -0.006 -0.018
H -3.7785 -5.7886 -1.8261 -0.036 0.023 0.049
```
Positions in Å, forces in eV/Å.

=====

Record 2
A molecular structure, C18H31CsFN2O4S at a distorted geometry. Source: OMol25; level of theory: the ωB97M-V functional and the def2-TZVPD basis.

Frontier orbital gap ... 8.7 eV
Lowest unoccupied orbital energy ... -3.27 eV
Total energy ... -44427.8864 eV
Charge ... +1

Structure (XYZ):
```
58
Properties=species:S:1:pos:R:3:forces:R:3
H 5.0906 1.1107 -1.3470 -0.447 -0.190 0.088
H -6.8546 -0.5708 1.1761 0.288 -0.011 -0.063
H 3.6144 -2.2290 -2.1891 -0.080 0.189 0.308
O -8.5387 1.1360 -0.3889 -0.042 0.877 0.023
H -4.5457 1.3204 -1.2576 -0.332 -0.174 0.219
C 0.9438 -0.4904 1.2669 -0.057 1.104 -0.370
C 1.8697 -1.5037 -1.0664 -0.861 0.167 -0.352
H -2.0097 4.1493 2.0085 0.553 -0.161 -0.098
H 5.8548 -1.3480 -2.3412 0.135 0.265 0.369
H -1.7675 3.2965 0.4870 0.157 -0.267 0.294
O -0.3017 2.9822 1.9761 -0.339 -0.337 0.235
C 5.8314 -1.4372 -1.2446 -1.036 -0.453 -0.046
H 3.3355 -0.5121 -2.4233 -0.099 -0.239 0.253
H -3.7496 -0.1954 1.2288 0.289 0.431 0.149
C 1.1440 0.9139 -0.6695 0.190 0.056 -0.277
C -3.6587 0.6762 0.5604 -0.602 -0.293 -0.890
N -6.3624 0.3159 1.3104 -0.546 -0.249 0.341
C 0.9318 -1.4488 -2.3382 0.506 0.339 0.996
H -3.0620 2.4430 3.0682 0.268 -0.219 -0.205
C 1.6602 -2.9441 -0.4801 1.451 0.436 -0.386
O -7.4458 -0.7789 -1.3042 1.090 -0.158 -0.610
H 6.6783 -0.9144 -0.7841 -0.090 -0.295 -0.164
C 0.4061 0.6758 1.9782 0.701 -2.434 0.232
H -2.1485 1.1321 2.2545 0.151 0.399 0.115
N -6.0998 0.9575 0.0785 0.327 -0.225 -1.153
H 5.8505 -2.5212 -1.0357 0.409 0.339 -0.074
H 4.0067 -2.6469 0.7291 -0.030 1.247 -0.007
C 0.2339 1.8815 1.3643 0.425 0.297 -1.380
H 1.7006 -2.9785 0.6160 -0.384 -0.158 -0.267
H -0.1027 -1.3029 -1.9945 0.217 -0.284 -0.308
C -1.6700 3.1962 1.5824 -0.785 0.086 -0.060
C 3.3599 -1.3013 -1.6525 -1.204 0.570 0.883
H 1.0416 -1.4698 1.7974 -0.472 0.995 -0.536
F -7.0802 1.4118 -2.2951 0.622 -0.312 0.889
C 4.6675 0.6121 -0.4649 0.063 -0.203 0.878
H 1.0444 -2.3926 -2.8835 -0.107 0.395 -0.166
C 4.4689 -0.9077 -0.6574 1.545 -0.699 -0.803
H -6.9953 0.9040 1.8452 0.182 0.131 -0.116
C 1.3206 -0.3682 -0.0934 0.473 -0.261 0.109
C 0.6377 1.9917 0.0104 -0.449 0.258 0.600
H 1.4128 1.0991 -1.7113 0.026 -0.263 0.295
H 3.7690 1.1232 -0.0882 0.142 -0.037 -0.397
H -2.7181 0.6390 -0.0254 -0.183 -0.290 0.306
H 0.7850 -3.4401 -0.9100 -0.060 0.251 0.543
C 4.3252 -1.5620 0.7291 1.762 0.798 -3.114
Cs 3.5725 -1.2132 2.9910 -1.908 -0.688 12.154
S -7.3670 0.6032 -0.9762 -1.844 -0.350 0.768
H 3.6942 -0.8885 1.3658 1.486 -0.545 -8.147
H 0.1225 0.5479 3.0271 -0.005 0.104 -0.327
H 0.4976 2.9608 -0.4734 0.146 -0.316 0.036
C -2.6353 2.1075 2.1100 -0.408 -0.005 0.108
H 5.4355 0.7321 0.3261 -0.209 0.053 -0.291
H 1.2224 -0.5755 -2.9345 -0.253 -0.467 -0.209
O -3.7415 1.9139 1.2302 0.290 -0.115 0.102
H 5.3774 -1.5431 1.2096 -1.417 0.050 -0.602
C -4.7903 0.5782 -0.4776 0.766 0.844 -0.594
H -4.7938 -0.3988 -0.9944 0.010 0.075 0.549
H 2.5322 -3.5285 -0.8251 -0.419 -0.059 0.174
```
Positions in Å, forces in eV/Å.